2 unconnected molecules or ions with the total composition C4H12N2 in a non-equilibrium geometry. Source: the Open Molecules 2025 dataset; level of theory: wB97M-V/def2-TZVPD.

Each line ends with the Löwdin charge.
CARTESIAN COORDINATES (ANGSTROEM)
C (1.7853, 1.5321, 0.3212)  -0.10
N (1.0461, 2.0520, -0.5442)  -0.08
C (-0.1624, 2.7167, -0.0861)  -0.15
H (1.5369, 1.3953, 1.3921)  0.07
H (2.7464, 1.0398, 0.1655)  0.06
H (-1.0208, 2.1211, -0.3766)  0.06
H (-0.1991, 2.9621, 0.9815)  0.07
H (-0.2111, 3.6799, -0.6024)  0.07
C (-0.1215, -1.9041, -1.2091)  -0.11
C (-0.9683, -1.4502, 0.0102)  -0.32
N (-0.5436, -2.1700, 1.2290)  -0.02
H (0.8322, -2.3583, -0.9437)  0.06
H (0.0887, -1.0580, -1.8657)  0.05
H (-0.6914, -2.6001, -1.8310)  0.06
H (-1.9868, -1.6897, -0.2882)  0.10
H (-0.8464, -0.3773, 0.0819)  0.07
H (0.0610, -1.5404, 1.7433)  0.05
H (-1.3452, -2.3510, 1.8223)  0.05

Cartesian forces, eV/Å:
C 0.297 -0.993 1.372
N 0.310 0.275 0.030
C 0.175 0.462 -0.230
H -0.408 0.665 -0.137
H -0.102 0.178 -0.993
H -0.232 -0.008 -0.034
H 0.113 -0.430 0.094
H -0.173 -0.183 -0.106
C -0.296 0.285 -0.342
C 0.957 -0.940 -1.022
N -0.484 0.462 -0.217
H -0.099 -0.004 0.203
H 0.068 0.102 0.043
H 0.201 -0.202 0.194
H -0.233 0.170 0.588
H -0.237 0.350 0.325
H 0.062 -0.227 0.176
H 0.080 0.038 0.054

## Properties
2S+1 ... 1
E_HOMO ... -9.392 eV
Energy relative to the best compared isomer or geometry (same formula, charge and spin) ... 38.39 kcal per mole
Frontier orbital gap ... 10.364 eV
E ... -7321.364 eV
Charge ... 0
SMILES ... C=NC.CCN